No. 1
{
  "formula": "C75H189N11O25",
  "method": "wB97M-V/def2-TZVPD",
  "symbols": ["C", "C", "C", "O", "H", "H", "H", "H", "H", "H", "H", "H", "C", "C", "C", "O", "H", "H", "H", "H", "H", "H", "H", "H", "C", "C", "C", "O", "H", "H", "H", "H", "H", "H", "H", "H", "C", "O", "C", "C", "N", "C", "C", "O", "C", "H", "H", "H", "H", "H", "H", "H", "H", "H", "H", "H", "H", "H", "H", "H", "C", "O", "C", "C", "N", "C", "C", "O", "C", "H", "H", "H", "H", "H", "H", "H", "H", "H", "H", "H", "H", "H", "H", "H", "C", "O", "C", "C", "N", "C", "C", "O", "C", "H", "H", "H", "H", "H", "H", "H", "H", "H", "H", "H", "H", "H", "H", "H", "C", "O", "C", "C", "N", "C", "C", "O", "C", "H", "H", "H", "H", "H", "H", "H", "H", "H", "H", "H", "H", "H", "H", "H", "C", "O", "C", "C", "N", "C", "C", "O", "C", "H", "H", "H", "H", "H", "H", "H", "H", "H", "H", "H", "H", "H", "H", "H", "C", "O", "C", "C", "N", "C", "C", "O", "C", "H", "H", "H", "H", "H", "H", "H", "H", "H", "H", "H", "H", "H", "H", "H", "C", "O", "C", "C", "N", "C", "C", "O", "C", "H", "H", "H", "H", "H", "H", "H", "H", "H", "H", "H", "H", "H", "H", "H", "C", "O", "C", "C", "N", "C", "C", "O", "C", "H", "H", "H", "H", "H", "H", "H", "H", "H", "H", "H", "H", "H", "H", "H", "C", "O", "C", "C", "N", "C", "C", "O", "C", "H", "H", "H", "H", "H", "H", "H", "H", "H", "H", "H", "H", "H", "H", "H", "C", "O", "C", "C", "N", "C", "C", "O", "C", "H", "H", "H", "H", "H", "H", "H", "H", "H", "H", "H", "H", "H", "H", "H", "C", "O", "C", "C", "N", "C", "C", "O", "C", "H", "H", "H", "H", "H", "H", "H", "H", "H", "H", "H", "H", "H", "H", "H"],
  "xyz": [[-0.521, -1.132, -5.738], [0.008, -0.599, -7.075], [-0.416, -1.448, -8.227], [-0.489, 0.697, -7.294], [0.253, -1.826, -5.412], [-1.557, -1.469, -5.775], [-0.449, -0.377, -4.954], [1.091, -0.499, -7.141], [0.150, -1.174, -9.117], [-1.483, -1.374, -8.437], [-0.161, -2.493, -8.052], [-0.232, 1.329, -6.618], [-4.893, -2.426, 5.187], [-3.458, -2.672, 5.668], [-2.423, -2.254, 4.680], [-3.269, -2.077, 6.876], [-5.656, -2.721, 5.908], [-5.093, -2.998, 4.281], [-5.144, -1.382, 5.000], [-3.250, -3.724, 5.860], [-1.519, -1.779, 5.060], [-2.917, -1.514, 4.050], [-2.093, -3.105, 4.084], [-2.331, -1.915, 6.997], [6.291, -2.357, -5.641], [6.455, -1.525, -4.325], [5.190, -1.546, -3.446], [7.549, -2.047, -3.579], [7.240, -2.724, -6.031], [5.795, -1.750, -6.399], [5.692, -3.246, -5.445], [6.690, -0.507, -4.637], [4.916, -2.485, -2.966], [4.401, -1.243, -4.135], [5.316, -0.783, -2.679], [7.431, -2.999, -3.582], [9.310, -4.269, -10.963], [8.912, -5.609, -10.608], [7.661, -5.667, -9.947], [7.403, -7.005, -9.260], [6.117, -6.937, -8.549], [6.119, -6.327, -7.251], [4.821, -6.448, -6.443], [5.030, -5.805, -5.180], [3.836, -5.584, -4.457], [10.302, -4.387, -11.398], [9.418, -3.640, -10.080], [8.697, -3.658, -11.626], [6.925, -5.419, -10.712], [7.626, -4.814, -9.269], [8.192, -7.363, -8.600], [7.270, -7.783, -10.011], [5.556, -6.330, -9.129], [6.206, -5.258, -7.444], [6.948, -6.684, -6.640], [4.609, -7.503, -6.271], [3.913, -6.067, -6.911], [3.280, -6.472, -4.156], [3.137, -5.001, -5.058], [4.103, -5.061, -3.539], [5.563, 2.130, -3.508], [4.543, 1.427, -4.257], [3.377, 2.288, -4.455], [2.256, 1.419, -5.060], [1.062, 2.186, -5.490], [0.217, 2.704, -4.441], [-1.137, 3.311, -4.940], [-1.934, 3.678, -3.808], [-3.143, 4.279, -4.087], [5.848, 3.132, -3.829], [6.539, 1.671, -3.666], [5.269, 2.106, -2.459], [3.773, 3.102, -5.063], [3.079, 2.846, -3.568], [1.949, 0.670, -4.330], [2.675, 0.891, -5.916], [1.420, 2.997, -5.972], [0.724, 3.473, -3.858], [-0.005, 1.843, -3.811], [-1.604, 2.580, -5.599], [-0.891, 4.127, -5.619], [-3.513, 4.812, -3.212], [-3.930, 3.621, -4.454], [-3.026, 4.935, -4.949], [1.067, -2.807, 2.325], [1.015, -3.399, 3.604], [1.740, -2.584, 4.510], [1.366, -3.185, 5.858], [1.905, -2.439, 7.032], [3.355, -2.630, 7.204], [3.821, -1.601, 8.234], [5.218, -1.727, 8.572], [6.148, -1.682, 7.456], [0.635, -3.494, 1.597], [2.000, -2.419, 1.917], [0.408, -1.939, 2.345], [1.419, -1.547, 4.411], [2.822, -2.663, 4.409], [1.565, -4.250, 5.976], [0.277, -3.174, 5.907], [1.804, -1.452, 6.842], [3.927, -2.564, 6.278], [3.486, -3.618, 7.645], [3.370, -1.812, 9.204], [3.585, -0.605, 7.858], [6.260, -2.663, 6.994], [7.122, -1.434, 7.878], [5.988, -0.856, 6.763], [-5.998, 0.534, 2.903], [-5.945, 1.726, 2.192], [-6.724, 1.622, 1.036], [-6.698, 2.997, 0.351], [-6.999, 4.212, 1.148], [-6.730, 5.437, 0.400], [-7.262, 6.605, 1.202], [-6.242, 7.517, 1.721], [-5.520, 8.245, 0.698], [-6.966, 0.598, 3.399], [-5.159, 0.652, 3.589], [-5.813, -0.329, 2.263], [-7.719, 1.545, 1.475], [-6.486, 0.815, 0.343], [-7.361, 2.869, -0.504], [-5.733, 3.097, -0.145], [-6.451, 4.116, 1.991], [-7.188, 5.352, -0.585], [-5.661, 5.472, 0.187], [-7.835, 6.293, 2.075], [-7.968, 7.130, 0.559], [-4.838, 9.035, 1.011], [-6.236, 8.705, 0.017], [-5.012, 7.516, 0.067], [1.454, 1.125, 5.665], [1.066, 0.484, 6.900], [-0.325, 0.712, 7.274], [-0.785, -0.196, 8.420], [-0.838, -1.607, 7.984], [-1.148, -2.423, 9.180], [-1.345, -3.934, 8.813], [-1.316, -4.712, 10.024], [-1.475, -6.079, 9.719], [2.517, 0.971, 5.477], [1.156, 2.173, 5.673], [0.915, 0.784, 4.781], [-0.887, 0.433, 6.382], [-0.354, 1.789, 7.439], [-1.797, 0.086, 8.710], [-0.173, 0.046, 9.289], [0.089, -1.889, 7.700], [-2.013, -2.054, 9.731], [-0.312, -2.298, 9.869], [-0.517, -4.238, 8.172], [-2.295, -4.065, 8.295], [-1.326, -6.720, 10.588], [-0.687, -6.487, 9.085], [-2.357, -6.332, 9.130], [2.196, 0.962, 0.293], [2.005, 2.388, 0.274], [0.963, 2.874, -0.573], [1.187, 4.334, -1.012], [2.447, 4.520, -1.711], [2.970, 5.885, -1.853], [4.239, 5.955, -2.721], [5.366, 5.605, -1.946], [6.614, 5.755, -2.629], [2.573, 0.614, -0.668], [1.260, 0.459, 0.536], [2.899, 0.598, 1.043], [0.038, 2.901, 0.004], [0.852, 2.269, -1.472], [1.257, 4.939, -0.108], [0.307, 4.702, -1.540], [3.112, 3.816, -1.426], [3.293, 6.350, -0.921], [2.167, 6.494, -2.268], [4.290, 6.938, -3.189], [4.143, 5.275, -3.566], [6.540, 5.303, -3.618], [7.384, 5.290, -2.013], [6.876, 6.806, -2.751], [-1.170, 10.413, 2.547], [-1.424, 9.032, 2.739], [-2.098, 8.607, 3.887], [-2.657, 7.109, 3.737], [-1.590, 6.162, 3.395], [-2.130, 4.853, 3.160], [-2.898, 4.698, 1.813], [-2.081, 5.044, 0.690], [-2.671, 4.611, -0.525], [-1.986, 11.054, 2.880], [-0.995, 10.559, 1.481], [-0.263, 10.694, 3.082], [-3.054, 9.124, 3.975], [-1.609, 8.593, 4.861], [-3.516, 7.164, 3.068], [-3.109, 6.839, 4.691], [-1.175, 6.517, 2.546], [-2.796, 4.489, 3.942], [-1.328, 4.115, 3.168], [-3.835, 5.254, 1.792], [-3.141, 3.639, 1.728], [-2.764, 3.527, -0.586], [-2.040, 5.007, -1.320], [-3.672, 5.038, -0.601], [-3.638, 0.540, -7.094], [-4.645, 0.421, -6.146], [-4.173, 0.280, -4.816], [-5.379, 0.264, -3.821], [-6.048, 1.559, -3.824], [-7.408, 1.485, -3.350], [-8.348, 1.269, -4.556], [-8.180, 2.162, -5.640], [-8.354, 3.525, -5.307], [-4.102, 1.088, -7.915], [-3.336, -0.468, -7.375], [-2.829, 1.191, -6.765], [-3.479, 1.086, -4.579], [-3.559, -0.615, -4.711], [-5.025, 0.104, -2.802], [-5.927, -0.638, -4.094], [-6.096, 1.821, -4.798], [-7.674, 2.450, -2.920], [-7.695, 0.811, -2.542], [-9.400, 1.401, -4.302], [-8.196, 0.216, -4.792], [-7.440, 3.922, -4.864], [-9.245, 3.736, -4.716], [-8.478, 4.101, -6.223], [8.582, -4.940, 4.614], [8.705, -3.586, 4.134], [8.847, -2.603, 5.159], [8.192, -1.305, 4.594], [6.769, -1.555, 4.426], [6.177, -0.410, 3.704], [4.734, -0.810, 3.245], [4.768, -1.973, 2.396], [5.410, -1.799, 1.161], [8.378, -5.605, 3.775], [7.740, -5.072, 5.293], [9.483, -5.281, 5.125], [9.935, -2.612, 5.211], [8.401, -3.004, 6.070], [8.615, -1.065, 3.619], [8.306, -0.543, 5.365], [6.698, -2.448, 3.959], [6.720, -0.099, 2.811], [5.976, 0.407, 4.397], [4.271, -0.024, 2.648], [4.163, -1.132, 4.117], [6.481, -1.998, 1.157], [5.294, -0.801, 0.739], [4.902, -2.498, 0.497], [-1.671, 1.324, 2.969], [-1.926, 0.392, 1.856], [-2.628, 0.972, 0.775], [-2.673, 0.056, -0.449], [-1.381, -0.255, -0.877], [-1.313, -1.271, -1.897], [0.152, -1.616, -2.207], [0.814, -2.281, -1.151], [2.174, -2.497, -1.333], [-0.918, 2.086, 2.766], [-1.240, 0.792, 3.817], [-2.622, 1.789, 3.229], [-2.079, 1.864, 0.472], [-3.635, 1.235, 1.101], [-3.343, 0.471, -1.202], [-3.174, -0.844, -0.092], [-0.778, -0.649, -0.169], [-1.789, -0.926, -2.815], [-1.824, -2.187, -1.602], [0.693, -0.698, -2.435], [0.217, -2.182, -3.136], [2.383, -3.341, -1.990], [2.512, -2.760, -0.331], [2.681, -1.582, -1.640], [-5.694, -2.873, -1.890], [-4.280, -3.051, -1.588], [-3.966, -4.266, -1.023], [-3.887, -4.214, 0.499], [-4.413, -5.445, 1.119], [-5.087, -5.200, 2.438], [-6.391, -4.514, 2.357], [-6.883, -4.374, 3.673], [-7.961, -3.477, 3.714], [-5.859, -1.805, -2.026], [-6.381, -3.242, -1.128], [-5.950, -3.384, -2.818], [-2.941, -4.428, -1.355], [-4.641, -5.018, -1.432], [-4.482, -3.345, 0.778], [-2.852, -4.010, 0.772], [-3.513, -5.888, 1.240], [-4.441, -4.682, 3.147], [-5.232, -6.186, 2.877], [-7.107, -5.118, 1.799], [-6.347, -3.573, 1.808], [-8.749, -3.882, 3.079], [-7.745, -2.462, 3.379], [-8.322, -3.364, 4.736]],
  "relative_energy_kj_mol": 202.9,
  "largest_force_ev_per_a": 3.32,
  "lumo_ev": 0.41,
  "energy_ha": -5453.5699
}

No. 2
{
  "formula": "C39H74ClN7O2P2S",
  "method": "wB97M-V/def2-TZVPD",
  "symbols": ["C", "C", "C", "C", "C", "C", "C", "C", "P", "C", "C", "C", "Cl", "P", "O", "O", "S", "H", "H", "H", "H", "H", "H", "H", "H", "H", "H", "H", "H", "H", "H", "H", "H", "H", "H", "H", "H", "H", "H", "H", "H", "H", "C", "C", "C", "C", "N", "H", "H", "H", "H", "H", "H", "H", "C", "C", "C", "C", "N", "H", "H", "H", "H", "H", "H", "H", "C", "C", "C", "C", "N", "H", "H", "H", "H", "H", "H", "H", "C", "C", "C", "C", "N", "H", "H", "H", "H", "H", "H", "H", "C", "C", "C", "C", "N", "H", "H", "H", "H", "H", "H", "H", "C", "C", "C", "C", "N", "H", "H", "H", "H", "H", "H", "H", "C", "C", "C", "C", "N", "H", "H", "H", "H", "H", "H", "H"],
  "xyz": [[-0.547, -1.071, 1.311], [-1.892, -0.857, 0.439], [-1.647, -0.065, -0.914], [-1.901, 1.503, -0.840], [-1.399, 2.209, 0.488], [-2.429, 2.238, 1.701], [-3.940, 2.575, 1.313], [-4.890, 1.350, 1.733], [-6.735, 1.769, 1.590], [-7.453, 1.067, -0.030], [-6.906, -0.379, -0.413], [-8.033, -1.405, -0.861], [-9.370, -0.655, -1.855], [-7.826, 0.645, 3.142], [-6.781, -0.641, 3.607], [-8.086, 1.574, 4.536], [-9.459, -0.180, 2.497], [0.314, -1.021, 0.582], [-0.602, -2.106, 1.759], [-0.486, -0.248, 2.075], [-2.719, -0.450, 1.082], [-2.218, -1.911, 0.149], [-0.635, -0.325, -1.362], [-2.407, -0.474, -1.661], [-2.982, 1.683, -1.094], [-1.299, 1.961, -1.690], [-0.448, 1.730, 0.890], [-1.102, 3.279, 0.234], [-2.428, 1.293, 2.331], [-2.062, 3.055, 2.405], [-4.097, 2.932, 0.258], [-4.259, 3.438, 1.983], [-4.669, 0.399, 1.166], [-4.679, 1.173, 2.839], [-7.187, 1.808, -0.849], [-8.576, 1.118, 0.080], [-6.441, -0.812, 0.531], [-6.133, -0.233, -1.232], [-8.431, -1.882, 0.088], [-7.527, -2.233, -1.451], [-6.535, -1.083, 2.776], [-8.261, 2.488, 4.242], [3.022, -3.678, 3.034], [3.757, -3.708, 1.699], [4.331, -2.345, 1.304], [3.230, -1.340, 1.173], [2.382, -0.551, 1.072], [2.154, -3.014, 3.000], [2.657, -4.675, 3.288], [3.682, -3.341, 3.839], [3.071, -4.062, 0.924], [4.574, -4.433, 1.759], [4.857, -2.422, 0.351], [5.042, -1.992, 2.056], [4.454, 1.540, 4.006], [5.578, 2.513, 3.661], [6.226, 2.217, 2.307], [6.822, 0.847, 2.314], [7.281, -0.219, 2.319], [4.823, 0.515, 4.094], [4.003, 1.805, 4.964], [3.671, 1.559, 3.244], [6.335, 2.476, 4.450], [5.176, 3.530, 3.649], [7.012, 2.945, 2.098], [5.486, 2.278, 1.505], [-5.996, 4.049, -2.234], [-4.850, 4.961, -2.640], [-4.268, 4.601, -4.007], [-3.736, 3.201, -3.981], [-3.319, 2.116, -3.960], [-5.666, 3.012, -2.134], [-6.399, 4.357, -1.266], [-6.808, 4.083, -2.967], [-4.067, 4.908, -1.878], [-5.205, 5.995, -2.663], [-3.457, 5.286, -4.262], [-5.032, 4.676, -4.784], [1.050, 6.362, 2.387], [0.808, 7.112, 1.081], [-0.595, 7.718, 0.994], [-1.624, 6.637, 1.073], [-2.420, 5.794, 1.135], [0.375, 5.510, 2.493], [2.070, 5.973, 2.418], [0.912, 7.020, 3.249], [0.967, 6.427, 0.244], [1.547, 7.912, 0.988], [-0.716, 8.254, 0.050], [-0.760, 8.426, 1.809], [8.768, -5.279, -1.324], [8.280, -4.770, 0.028], [7.278, -5.716, 0.695], [6.071, -5.875, -0.172], [5.132, -5.997, -0.845], [7.949, -5.363, -2.042], [9.501, -4.589, -1.748], [9.242, -6.260, -1.226], [7.825, -3.784, -0.107], [9.140, -4.639, 0.690], [6.969, -5.315, 1.663], [7.728, -6.697, 0.862], [-0.150, -5.463, -3.406], [-1.219, -4.586, -2.760], [-0.635, -3.363, -2.048], [0.289, -3.800, -0.957], [1.014, -4.140, -0.116], [0.534, -5.878, -2.661], [-0.613, -6.305, -3.925], [0.436, -4.895, -4.133], [-1.792, -5.189, -2.049], [-1.916, -4.248, -3.531], [-1.434, -2.761, -1.615], [-0.082, -2.737, -2.753], [3.586, -2.722, -2.319], [4.389, -1.892, -3.315], [3.570, -1.478, -4.539], [3.089, -2.690, -5.269], [2.716, -3.634, -5.833], [3.250, -3.664, -2.758], [4.197, -2.970, -1.451], [2.707, -2.172, -1.971], [5.264, -2.467, -3.631], [4.759, -0.993, -2.814], [4.181, -0.876, -5.216], [2.707, -0.878, -4.239]],
  "largest_force_ev_per_a": 2.68,
  "smiles": "CCCCCCCCP(CCCCl)P(O)(O)=S.CCCC#N.CCCC#N.CCCC#N.CCCC#N.CCCC#N.CCCC#N.CCCC#N",
  "lumo_ev": 0.25,
  "energy_ha": -3605.2305
}

Question: Which formula does entry 2 have?
Answer: C39H74ClN7O2P2S